Model A:
Formula: C6H15N2
Source: OMol25
Level of theory: the ωB97M-V functional and the def2-TZVPD basis

Structure (XYZ):
```
23
Properties=species:S:1:pos:R:3:lowdin_charge:R:1
C -1.4990 1.7788 -1.5904 -0.2244
C -1.5292 2.5970 -2.6405 0.0450
C -0.0901 0.1431 -2.3089 0.0184
N -0.3872 0.9221 -1.3493 -0.0658
H -2.1572 1.8620 -0.7309 0.1051
H -0.6058 2.8007 -3.1727 0.0748
H -2.3886 3.1907 -2.9160 0.0684
H 0.7266 -0.5652 -2.2017 0.0736
H -0.7040 0.0689 -3.2044 0.0984
C 1.5813 -1.5377 0.5794 -0.0501
C 0.3072 -1.0065 1.1830 -0.4026
C 0.0352 -1.6322 2.5523 -0.0432
N 0.4111 0.5044 1.2991 0.1784
H 1.9631 -0.8801 -0.2068 0.0763
H 2.3711 -1.6732 1.3152 0.0921
H 1.4063 -2.5005 0.0997 0.1017
H -0.5936 -1.1760 0.5944 0.1397
H 0.9560 -1.7417 3.1341 0.0899
H -0.3056 -2.6554 2.3872 0.0999
H -0.6843 -1.0662 3.1465 0.0869
H 0.3047 0.9115 0.3207 0.1086
H -0.3521 0.8436 1.8900 0.1580
H 1.2343 0.8122 1.8201 0.1709
```

As for the net charge: +1. The multiplicity is 1. For the HOMO-LUMO gap, the calculation gives 10.140 eV. The value obtained for the LUMO energy is -0.107 hartree.

Model B:
Formula: C6H15N2
Source: OMol25
Level of theory: the ωB97M-V functional and the def2-TZVPD basis

Structure (XYZ):
```
23
Properties=species:S:1:pos:R:3:lowdin_charge:R:1
C 0.2131 1.8727 -1.2924 -0.0730
C 1.0384 0.5823 -1.0560 -0.1671
C 0.3370 -0.4216 -0.0472 -0.2061
C 1.0683 -0.7266 1.0539 0.0218
N 0.6397 -1.6574 2.0777 0.1546
C -0.8361 -0.9951 -0.5654 0.1155
C -1.0610 -1.3768 -2.0375 0.0080
N -1.0168 2.0852 1.6426 0.0058
H -0.6420 1.7568 -1.9719 0.0811
H -0.3076 2.1519 -0.3615 0.0320
H 2.0635 0.7858 -0.8497 0.1032
H 1.0880 0.1267 -2.0188 0.0776
H 2.0188 -0.2932 1.1278 0.1252
H 0.1024 -2.4597 1.8489 0.0914
H 0.4613 -1.2869 2.9716 0.0953
H -1.5334 -1.4207 0.1056 0.1127
H -1.2252 2.5516 2.5462 0.0452
H -1.0930 -2.4284 -2.1782 0.0989
H -0.1995 -1.0308 -2.6228 0.0839
H -1.7644 -0.7629 -2.4832 0.0799
H 0.7087 2.7182 -1.7123 0.0732
H -1.5861 1.2379 1.5828 0.0106
H -0.0102 1.7496 1.6407 0.0302
```

As for the net charge: +1. The multiplicity is 1. For the HOMO-LUMO gap, the calculation gives 6.815 eV. The value obtained for the LUMO energy is -0.245 hartree.

Stability summary: most stable model A, least stable model B.

Model A:
Formula: C5H3NO
Source: OMol25
Level of theory: the ωB97M-V functional and the def2-TZVPD basis

Structure (XYZ):
```
10
Properties=species:S:1:pos:R:3:lowdin_charge:R:1
C 0.1927 0.6228 -1.0866 -0.0012
C -0.0392 1.3906 -0.0314 0.0231
C 0.5235 -1.4008 0.5380 -0.0945
C -0.3499 -0.7042 -0.4800 -0.1865
C -0.5893 0.2267 0.8503 -0.2818
N 0.2982 -0.7567 1.6164 0.1672
O -1.5935 -0.4080 0.2013 0.0610
H 0.5711 0.9513 -2.0374 0.0942
H 0.0737 2.4143 0.2994 0.0987
H 0.9127 -2.3359 0.1300 0.1199
```

The multiplicity is 1. For the HOMO-LUMO gap (spin up / spin down), the calculation gives 8.710 / 8.709 eV. The value obtained for the LUMO energy (spin up / spin down) is 0.001 / 0.001 hartree.

Model B:
Formula: C5H3NO
Source: OMol25
Level of theory: the ωB97M-V functional and the def2-TZVPD basis

Structure (XYZ):
```
10
Properties=species:S:1:pos:R:3:lowdin_charge:R:1
N 0.1901 -2.4590 -1.8260 0.1520
C -0.0489 -1.7926 -0.9047 -0.2709
C -0.1654 -0.8084 0.0476 -0.0766
C -0.8217 -0.4119 1.1369 -0.3288
O -0.8656 0.7663 1.5882 -0.0322
C 0.4489 1.7738 0.1749 0.1400
C 0.6739 0.9053 -0.7074 0.0392
H -1.0770 -1.5113 1.5041 0.1936
H 0.5003 2.7313 0.6633 0.0835
H 1.1652 0.8066 -1.6769 0.1001
```

The multiplicity is 1. For the HOMO-LUMO gap, the calculation gives 7.900 eV. The value obtained for the LUMO energy is -0.052 hartree.

Model C:
Formula: C5H3NO
Source: OMol25
Level of theory: the ωB97M-V functional and the def2-TZVPD basis

Structure (XYZ):
```
10
Properties=species:S:1:pos:R:3:lowdin_charge:R:1
C 1.0074 0.3664 -0.2796 -0.0107
C 0.5723 1.1191 0.7421 -0.0453
C -0.6858 -1.4421 -0.3218 -0.1719
C -0.3460 -0.0189 -0.8666 -0.1690
C -0.8395 0.8107 0.6079 -0.1079
N -1.0737 -1.1466 0.8071 0.1671
O -1.4091 0.8662 -0.5828 0.0489
H 1.9390 -0.0148 -0.6524 0.1087
H 1.1665 1.6448 1.4622 0.1002
H -0.3312 -2.1847 -0.9161 0.0798
```

The multiplicity is 1. For the HOMO-LUMO gap (spin up / spin down), the calculation gives 8.468 / 8.469 eV. The value obtained for the LUMO energy (spin up / spin down) is -0.013 / -0.013 hartree.

Model D:
Formula: C5H3NO
Source: OMol25
Level of theory: the ωB97M-V functional and the def2-TZVPD basis

Structure (XYZ):
```
10
Properties=species:S:1:pos:R:3:lowdin_charge:R:1
C -1.0144 -1.6323 -1.7825 -0.2969
C 0.5062 0.7988 0.8467 -0.1278
C -1.1693 -0.7801 -0.6874 -0.1049
C 0.0064 -0.1614 -0.1361 -0.0356
C 1.3629 1.5902 1.4932 -0.0068
N -1.0144 -2.2873 -2.7311 0.1490
O 0.0785 1.7208 1.9848 -0.0289
H -2.1421 -0.7841 -0.0724 0.1338
H 0.9821 -0.4191 -0.7776 0.1566
H 2.4039 1.9546 1.8623 0.1615
```

As for the SMILES: N#C/C=C/C1=CO1. The multiplicity is 1. For the HOMO-LUMO gap (spin up / spin down), the calculation gives 7.327 / 7.242 eV. The value obtained for the LUMO energy (spin up / spin down) is -0.037 / -0.046 hartree.

Stability summary: most stable model D, least stable model C.

Model A:
Formula: C5H3NO
Source: OMol25
Level of theory: the ωB97M-V functional and the def2-TZVPD basis

Structure (XYZ):
```
10
Properties=species:S:1:pos:R:3:lowdin_charge:R:1
C 1.8636 -0.2001 0.8711 -0.2528
C -1.2202 1.5188 -0.3817 -0.0467
C -2.1837 1.4035 -1.0689 0.0092
C 0.7225 -2.1226 0.2774 -0.1438
C 0.7972 -0.8111 0.1688 -0.0963
N 2.6864 0.3326 1.5079 0.1401
O 0.7611 -3.2303 0.5999 0.2315
H -0.6652 1.9175 0.4117 0.0320
H -2.8482 1.3844 -2.0006 0.0730
H 0.0863 -0.1928 -0.3857 0.0537
```

As for the SMILES: N#CC=C=O.C#C. The multiplicity is 1. For the HOMO-LUMO gap, the calculation gives 9.797 eV. The value obtained for the LUMO energy is -0.002 hartree.

Model B:
Formula: C5H3NO
Source: OMol25
Level of theory: the ωB97M-V functional and the def2-TZVPD basis

Structure (XYZ):
```
10
Properties=species:S:1:pos:R:3:lowdin_charge:R:1
C -2.1020 -0.6724 -0.8820 0.1583
C -1.0226 -0.3679 -0.4243 -0.0946
C 0.2272 0.0832 0.0775 -0.1977
C 1.4971 -0.4885 -0.3716 -0.2531
O 2.5232 -0.5166 0.2693 0.0472
N 1.0031 0.6662 1.9286 0.2591
C 0.2042 1.1295 1.1094 -0.2135
H -3.0573 -0.9661 -1.2681 0.0404
H 1.4544 -0.8853 -1.4028 0.1288
H -0.5738 1.8855 1.2147 0.1251
```

The multiplicity is 1. For the HOMO-LUMO gap (spin up / spin down), the calculation gives 7.478 / 8.335 eV. The value obtained for the LUMO energy (spin up / spin down) is -0.068 / -0.023 hartree.

Stability summary: most stable model A, least stable model B.

Model A:
Formula: C5H3NO
Source: OMol25
Level of theory: the ωB97M-V functional and the def2-TZVPD basis

Structure (XYZ):
```
10
Properties=species:S:1:pos:R:3:lowdin_charge:R:1
C -1.1623 0.5448 -0.0238 -0.1181
C -0.7769 -2.0313 0.0068 0.1392
C -0.1230 1.3911 0.0051 -0.1322
C -1.0065 -0.8514 -0.0160 -0.1497
C 1.9888 0.1351 0.0041 -0.3061
N 1.1857 1.0159 0.0067 0.1490
O 2.9293 -0.5400 -0.0006 0.1784
H -2.1679 0.9408 -0.0432 0.1036
H -0.6194 -3.0685 0.0383 0.0234
H -0.2478 2.4636 0.0225 0.1126
```

As for the SMILES: C#C/C=C\N=C=O. The multiplicity is 1. For the HOMO-LUMO gap, the calculation gives 9.484 eV. The value obtained for the LUMO energy is 0.018 hartree.

Model B:
Formula: C5H3NO
Source: OMol25
Level of theory: the ωB97M-V functional and the def2-TZVPD basis

Structure (XYZ):
```
10
Properties=species:S:1:pos:R:3:lowdin_charge:R:1
C -1.1443 -2.2917 0.1896 0.0826
C -0.6328 -1.2083 0.3548 -0.0864
C -0.0294 0.0527 0.2535 -0.2402
C 1.2356 0.4208 0.5760 -0.0495
O 1.4730 1.6520 0.1355 -0.0220
N 0.3611 2.1263 -0.5377 0.0816
C -0.5236 1.1744 -0.4741 -0.0793
H -1.2024 -2.8757 -0.6937 0.0357
H 2.0338 -0.1038 1.0816 0.1459
H -1.4852 1.2746 -0.9641 0.1315
```

As for the SMILES: C#Cc1cnoc1. The multiplicity is 1. For the HOMO-LUMO gap, the calculation gives 9.997 eV. The value obtained for the LUMO energy is 0.016 hartree.

Stability summary: most stable model A, least stable model B.

Model A:
Formula: C5H3NO
Source: OMol25
Level of theory: the ωB97M-V functional and the def2-TZVPD basis

Structure (XYZ):
```
10
Properties=species:S:1:pos:R:3:lowdin_charge:R:1
N 2.9534 -0.8668 -0.1637 0.1756
C 2.0392 -0.1555 -0.0279 -0.2502
C 0.8669 0.5485 0.0035 0.0132
C -0.0607 1.3396 0.4596 -0.4102
O -1.2273 1.5512 0.6638 0.0656
C -1.7903 -0.7679 -0.2411 0.0624
C -0.7173 -1.3097 -0.3821 0.0076
H 0.9136 2.0964 0.4059 0.2236
H -2.8141 -0.4784 -0.1814 0.0543
H -0.0710 -2.1310 -0.5997 0.0582
```

The multiplicity is 1. For the HOMO-LUMO gap, the calculation gives 8.418 eV. The value obtained for the LUMO energy is -0.056 hartree.

Model B:
Formula: C5H3NO
Source: OMol25
Level of theory: the ωB97M-V functional and the def2-TZVPD basis

Structure (XYZ):
```
10
Properties=species:S:1:pos:R:3:lowdin_charge:R:1
O 1.0092 -2.5594 -0.6507 0.1998
C 0.1232 -1.8392 -0.4792 -0.1505
C 0.7214 0.5801 0.1524 -0.1280
C -0.7650 0.5636 0.1362 -0.3220
C -0.2782 1.7145 0.4519 0.0777
C -1.2832 -1.5429 -0.4193 -0.0381
N -1.7357 -0.3931 -0.1247 0.0757
H 1.2821 0.5987 -0.7885 0.0931
H 1.2704 0.1237 0.9833 0.0929
H -0.3441 2.7540 0.7385 0.0992
```

As for the SMILES: O=C=C=NC1=CC1. The multiplicity is 1. For the HOMO-LUMO gap, the calculation gives 8.215 eV. The value obtained for the LUMO energy is -0.041 hartree.

Model C:
Formula: C5H3NO
Source: OMol25
Level of theory: the ωB97M-V functional and the def2-TZVPD basis

Structure (XYZ):
```
10
Properties=species:S:1:pos:R:3:lowdin_charge:R:1
O 1.6275 -0.7774 1.5656 0.1376
C 1.1053 -0.3516 0.5636 -0.3843
C -0.0360 0.6511 0.5871 -0.1334
C -1.2389 0.2605 -0.1523 -0.1323
C -2.2591 -0.0170 -0.7227 0.1292
C 1.6563 -0.7749 -0.7461 -0.1044
N 2.2243 -1.1238 -1.6945 0.1824
H 0.3491 1.5987 0.1880 0.1384
H -0.2644 0.8022 1.6459 0.1313
H -3.1642 -0.2679 -1.2346 0.0355
```

As for the SMILES: C#CCC(=O)C#N. The multiplicity is 1. For the HOMO-LUMO gap, the calculation gives 10.206 eV. The value obtained for the LUMO energy is -0.021 hartree.

Stability summary: most stable model C, least stable model A.

Model A:
Formula: C3H5ClFN
Source: OMol25
Level of theory: the ωB97M-V functional and the def2-TZVPD basis

Structure (XYZ):
```
11
Properties=species:S:1:pos:R:3:lowdin_charge:R:1
C -1.1324 -0.6503 -0.3235 -0.6836
C -0.1644 0.4003 0.1524 -0.3855
C 1.2619 -0.0412 0.5128 -0.0850
H -0.6582 -1.4048 -0.9475 0.0993
H -0.6479 1.1226 0.7878 0.1391
H 1.6406 0.4485 1.4378 0.1101
H 1.5578 -1.0794 0.3815 0.0980
H 1.2932 1.6734 -0.6519 0.1016
N 0.8816 0.7579 -0.6809 0.0245
F -1.6923 -1.2271 0.8067 -0.0348
Cl -2.3400 0.0000 -1.4752 0.6163
```

As for the SMILES: F[C@@H](Cl)[C@H]1CN1. The multiplicity is 1. For the HOMO-LUMO gap, the calculation gives 11.061 eV. The value obtained for the LUMO energy is 0.039 hartree.

Model B:
Formula: C3H5ClFN
Source: OMol25
Level of theory: the ωB97M-V functional and the def2-TZVPD basis

Structure (XYZ):
```
11
Properties=species:S:1:pos:R:3:lowdin_charge:R:1
C -2.0737 0.5007 0.1900 -0.2544
C -0.6406 1.1317 -0.3028 -0.0323
C 0.6703 0.5359 0.1321 -0.7436
H -1.4884 -1.3646 -0.9721 0.1200
H -1.6873 -1.5082 0.6304 -0.0056
H -2.8628 1.1400 -0.4032 0.1140
H -2.2418 0.8767 1.2165 0.0948
H -0.6436 2.2051 -0.2578 0.0623
N -2.0831 -0.9866 -0.0877 -0.0578
F 1.6694 1.2880 0.0166 0.0357
Cl 1.2203 -1.1202 0.0079 0.6668
```

As for the SMILES: NC/C=C(/F)Cl. The multiplicity is 1. For the HOMO-LUMO gap, the calculation gives 9.178 eV. The value obtained for the LUMO energy is 0.007 hartree.

Stability summary: most stable model A, least stable model B.